(1)
Formula: C2H2N2O2
Source: OMol25
Level of theory: ωB97M-V/def2-TZVPD

Each atom is followed by the atoms it is bonded to, with distances in Å.
Geometry (Å):
1 O 2.289 -0.150 -0.132  C6 1.284
2 O -1.171 0.507 -0.220  N4 1.508, C5 1.273
3 N 0.220 -1.265 -0.063  C5 1.321, C6 1.439
4 N 0.226 1.051 -0.051  O2 1.508, C6 1.362, H7 1.000
5 C -0.994 -0.749 -0.122  O2 1.273, N3 1.321, H8 1.138
6 C 1.008 -0.063 -0.112  O1 1.284, N3 1.439, N4 1.362
7 H 0.298 1.963 0.352  N4 1.000
8 H -1.876 -1.294 0.347  C5 1.138

2S+1: 1
Structure (SMILES): O=c1nco[nH]1
Energy above the lowest of the compared OMol25 structures with the same formula, charge and spin (eV): 2.9864
Highest occupied orbital energy (eV): -10.24
Gap between HOMO and LUMO (eV): 10.37

These are the Löwdin partial charges, in e, on atoms 1 to 2:
1. O 0.000
2. O 0.049


(2)
Formula: C2H2N2O2
Source: OMol25
Level of theory: ωB97M-V/def2-TZVPD

Each atom is followed by the atoms it is bonded to, with distances in Å.
Geometry (Å):
1 O -0.885 1.772 -1.293  C5 1.200
2 O 1.052 0.672 -0.839  N4 1.429, C5 1.355
3 N -0.695 -0.094 0.284  C5 1.481, C6 1.359, H8 1.023
4 N 1.479 -0.431 -0.036  O2 1.429, C6 1.284
5 C -0.273 0.921 -0.708  O1 1.200, O2 1.355, N3 1.481
6 C 0.419 -0.815 0.578  N3 1.359, N4 1.284, H7 1.087
7 H 0.465 -1.660 1.261  C6 1.087
8 H -1.562 -0.366 0.753  N3 1.023

2S+1: 1
Structure (SMILES): O=c1[nH]cno1
Energy above the lowest of the compared OMol25 structures with the same formula, charge and spin (eV): 1.3800
Highest occupied orbital energy (eV): -10.09
Gap between HOMO and LUMO (eV): 10.58

These are the Löwdin partial charges, in e, on atoms 1 to 2:
1. O 0.120
2. O 0.030


The highest highest occupied orbital energy belongs to which entry? number 2